(1)
This record from OMol25 describes C5H9NS in the gas phase in a non-equilibrium geometry. The level of theory is ωB97M-V/def2-TZVPD.

XYZ file:
```
16
C5H9NS (ωB97M-V/def2-TZVPD)
C -1.09 1.41 0.00
C -0.06 0.55 0.02
C -0.18 -0.94 -0.03
C -1.58 -1.49 -0.01
N 1.24 1.17 -0.06
C 2.51 0.67 0.01
S 3.07 -0.84 0.00
H -2.12 0.98 0.17
H -1.02 2.49 -0.14
H 0.34 -1.35 -0.90
H 0.32 -1.37 0.86
H -2.18 -1.14 -0.88
H -1.62 -2.61 -0.10
H -2.07 -1.27 0.95
H 1.21 2.17 0.08
H 3.22 1.58 0.02
```

## Properties
* highest occupied orbital energy: -8.4 eV
* relative energy (zero: lowest compared OMol25 entry of this formula, charge and spin): 85.2 kJ/mol
* structure (SMILES): C=C(CC)NC=S
* Kohn-Sham gap: 9.047 eV
* energy: -17655.310 eV
* lowest unoccupied orbital energy: 0.63 eV

---

(2)
This record from OMol25 describes C5H9NS in the gas phase in a non-equilibrium geometry. The level of theory is ωB97M-V/def2-TZVPD.

XYZ file:
```
16
C5H9NS (ωB97M-V/def2-TZVPD)
S 1.53 -0.43 2.24
N 0.87 -0.17 0.64
C -0.27 -0.74 0.46
C -1.18 -0.47 -0.69
C -0.37 -0.27 -2.09
C -0.66 1.26 -2.06
C -1.63 1.03 -0.88
H 2.26 0.69 2.08
H -0.67 -1.46 1.17
H -1.91 -1.28 -0.81
H -0.93 -0.64 -2.95
H 0.69 -0.56 -2.11
H 0.11 1.95 -1.94
H -1.22 1.59 -2.97
H -1.48 1.77 -0.04
H -2.68 1.12 -1.16
```

## Properties
* highest occupied orbital energy: -8.7 eV
* relative energy (zero: lowest compared OMol25 entry of this formula, charge and spin): 198.5 kJ/mol
* structure (SMILES): S/N=C/C1CCC1
* Kohn-Sham gap: 9.624 eV
* energy: -17654.136 eV
* lowest unoccupied orbital energy: 0.89 eV